No. 1
{
  "formula": "C4H5NO",
  "method": "wB97M-V/def2-TZVPD",
  "symbols": ["C", "C", "C", "C", "H", "H", "H", "H", "H", "N", "O"],
  "positions_angstrom": [[-0.568, -0.471, -1.408], [0.171, 0.016, -0.244], [0.435, -0.774, 0.838], [0.504, 1.276, 1.450], [0.060, -1.009, -2.143], [-1.549, -1.017, -1.209], [-0.679, 0.412, -2.304], [0.575, -1.872, 0.887], [0.297, 2.165, 1.982], [0.632, 0.038, 2.008], [0.121, 1.236, 0.142]],
  "lowdin_charge": [-0.050, -0.436, -0.084, -0.142, 0.066, 0.104, 0.149, 0.121, 0.111, 0.094, 0.067],
  "homo_energy_ev": -9.031,
  "lumo_ev": 0.9,
  "total_charge": 0,
  "e_above_lowest_kj_mol": 178.5,
  "smiles": "Cc1cnco1",
  "total_energy_ev": -7764.677
}

***

No. 2
{
  "formula": "C4H5NO",
  "method": "wB97M-V/def2-TZVPD",
  "symbols": ["C", "C", "C", "C", "N", "O", "H", "H", "H", "H", "H"],
  "positions_angstrom": [[0.233, -0.297, 1.671], [0.198, 0.124, 0.236], [-0.147, -0.592, -0.860], [-0.311, 0.392, -1.871], [-0.020, 1.587, -1.431], [0.314, 1.422, -0.098], [-0.573, 0.215, 2.205], [0.028, -1.372, 1.741], [1.174, -0.093, 2.186], [-0.203, -1.667, -0.901], [-0.694, 0.281, -2.879]],
  "lowdin_charge": [-0.008, -0.340, -0.029, -0.146, 0.059, -0.014, 0.090, 0.086, 0.084, 0.106, 0.112],
  "homo_energy_ev": -9.618,
  "lumo_ev": 1.0,
  "total_charge": 0,
  "e_above_lowest_kj_mol": 135.4,
  "smiles": "Cc1ccno1",
  "total_energy_ev": -7765.123
}

***

No. 3
{
  "formula": "C4H5NO",
  "method": "wB97M-V/def2-TZVPD",
  "symbols": ["C", "C", "O", "N", "C", "C", "H", "H", "H", "H", "H"],
  "positions_angstrom": [[-0.907, 1.009, -0.546], [-0.069, 0.403, 0.558], [-0.661, 0.457, 1.777], [1.210, 0.254, 0.499], [1.153, -0.915, -0.362], [1.204, -2.069, -0.708], [0.017, 0.328, 2.457], [-1.929, 0.651, -0.439], [-0.517, 0.724, -1.519], [-0.900, 2.094, -0.447], [1.398, -2.937, -1.269]],
  "lowdin_charge": [0.007, -0.482, 0.101, 0.103, -0.227, 0.097, 0.126, 0.086, 0.085, 0.096, 0.009],
  "homo_energy_ev": -8.653,
  "lumo_ev": 0.5,
  "total_charge": 0,
  "e_above_lowest_kj_mol": 353.0,
  "total_energy_ev": -7762.868
}

***

No. 4
{
  "formula": "C4H5NO",
  "method": "wB97M-V/def2-TZVPD",
  "symbols": ["O", "C", "C", "C", "C", "N", "H", "H", "H", "H", "H"],
  "positions_angstrom": [[-0.950, -1.747, -0.849], [-0.215, -0.673, -0.449], [-0.279, 0.613, -0.860], [0.426, 1.445, 0.070], [1.029, 0.548, 0.965], [0.619, -0.729, 0.641], [-1.882, -1.449, -0.837], [-0.773, 0.986, -1.742], [-0.586, 1.961, 0.197], [1.675, 0.655, 1.837], [0.936, -1.610, 1.028]],
  "lowdin_charge": [0.050, -0.400, -0.111, -0.134, -0.123, 0.090, 0.123, 0.107, 0.136, 0.102, 0.160],
  "homo_energy_ev": -8.042,
  "lumo_ev": 0.7,
  "total_charge": 0,
  "e_above_lowest_kj_mol": 254.4,
  "smiles": "Oc1ccc[nH]1",
  "total_energy_ev": -7763.890
}

***

No. 5
{
  "formula": "C4H5NO",
  "method": "wB97M-V/def2-TZVPD",
  "symbols": ["C", "C", "C", "C", "N", "O", "H", "H", "H", "H", "H"],
  "positions_angstrom": [[0.002, 0.595, -0.961], [-0.532, -0.447, -1.639], [-0.062, -0.697, 1.250], [-0.435, 0.531, 0.464], [-1.387, -0.528, 0.692], [-1.303, -1.225, -0.963], [0.840, 1.252, -1.049], [-0.356, -0.831, -2.738], [0.664, -1.193, 0.559], [-0.142, -1.015, 2.283], [-0.522, 1.503, 0.929]],
  "lowdin_charge": [-0.076, -0.248, -0.100, -0.312, 0.150, -0.043, 0.090, 0.170, 0.132, 0.108, 0.129],
  "homo_energy_ev": -8.379,
  "lumo_ev": 0.1,
  "total_charge": 0,
  "e_above_lowest_kj_mol": 469.8,
  "total_energy_ev": -7761.657
}

***

No. 6
{
  "formula": "C4H5NO",
  "method": "wB97M-V/def2-TZVPD",
  "symbols": ["C", "C", "C", "O", "C", "N", "H", "H", "H", "H", "H"],
  "positions_angstrom": [[-1.039, -0.664, 0.580], [0.323, -0.121, 0.636], [1.131, 0.017, -0.587], [1.043, -1.019, -1.321], [0.224, 1.379, -0.922], [-0.404, 2.279, -1.309], [-1.656, -0.148, 1.324], [-1.458, -0.578, -0.426], [-1.026, -1.727, 0.859], [0.753, 0.055, 1.628], [2.109, 0.526, -0.463]],
  "lowdin_charge": [-0.055, 0.079, -0.574, -0.063, -0.139, 0.140, 0.103, 0.104, 0.117, 0.139, 0.148],
  "homo_energy_ev": [-9.507, -9.494],
  "lumo_ev": [-2.2, -2.2],
  "total_charge": 0,
  "e_above_lowest_kj_mol": 450.5,
  "total_energy_ev": -7761.857
}

***

No. 7
{
  "formula": "C4H5NO",
  "method": "wB97M-V/def2-TZVPD",
  "symbols": ["N", "C", "C", "C", "C", "O", "H", "H", "H", "H", "H"],
  "positions_angstrom": [[-1.791, 1.950, -0.337], [-0.742, 1.511, -0.543], [0.538, 0.797, -0.630], [0.443, -0.155, 0.547], [-0.341, -1.375, 0.403], [1.081, -1.417, 0.504], [1.392, 1.480, -0.560], [0.603, 0.250, -1.579], [0.468, 0.334, 1.524], [-0.932, -1.718, 1.250], [-0.718, -1.657, -0.580]],
  "lowdin_charge": [0.154, -0.227, -0.114, -0.332, -0.108, -0.023, 0.125, 0.132, 0.154, 0.117, 0.122],
  "homo_energy_ev": -10.938,
  "lumo_ev": 0.9,
  "total_charge": 0,
  "e_above_lowest_kj_mol": 162.5,
  "smiles": "N#CC[C@H]1CO1",
  "total_energy_ev": -7764.842
}

***

No. 8
{
  "formula": "C4H5NO",
  "method": "wB97M-V/def2-TZVPD",
  "symbols": ["C", "C", "C", "O", "C", "N", "H", "H", "H", "H", "H"],
  "positions_angstrom": [[1.487, 0.544, 0.539], [0.148, 0.191, -0.013], [-0.418, -0.994, 0.264], [-1.619, -1.067, -0.371], [-1.714, 0.124, -1.001], [-0.707, 0.918, -0.836], [1.628, -0.117, 1.404], [1.560, 1.588, 0.853], [2.298, 0.313, -0.159], [-0.037, -1.794, 0.880], [-2.626, 0.296, -1.559]],
  "lowdin_charge": [-0.040, -0.345, -0.086, 0.033, -0.197, 0.135, 0.078, 0.080, 0.080, 0.130, 0.133],
  "homo_energy_ev": -9.216,
  "lumo_ev": 1.0,
  "total_charge": 0,
  "e_above_lowest_kj_mol": 47.1,
  "smiles": "Cc1cocn1",
  "total_energy_ev": -7766.039
}

***

No. 9
{
  "formula": "C4H5NO",
  "method": "wB97M-V/def2-TZVPD",
  "symbols": ["C", "C", "C", "C", "H", "H", "H", "H", "H", "N", "O"],
  "positions_angstrom": [[-0.743, -1.779, -0.034], [0.073, -0.386, -0.089], [1.162, 1.321, -0.349], [0.101, 1.773, 0.343], [-1.759, -1.462, -0.290], [-0.759, -2.270, 0.946], [-0.331, -2.530, -0.694], [1.830, 2.053, -0.743], [0.005, 2.660, 1.100], [1.158, -0.010, -0.680], [-0.737, 0.631, 0.488]],
  "lowdin_charge": [0.020, -0.315, -0.190, -0.085, 0.072, 0.069, 0.063, 0.095, 0.155, 0.131, -0.016],
  "homo_energy_ev": -9.256,
  "lumo_ev": 1.0,
  "total_charge": 0,
  "e_above_lowest_kj_mol": 126.2,
  "total_energy_ev": -7765.219
}

***

No. 10
{
  "formula": "C4H5NO",
  "method": "wB97M-V/def2-TZVPD",
  "symbols": ["C", "C", "O", "C", "C", "N", "H", "H", "H", "H", "H"],
  "positions_angstrom": [[0.337, -0.627, -1.182], [0.797, 0.457, -0.267], [1.657, 1.267, -0.512], [-0.064, 0.615, 1.003], [-1.215, -0.293, 1.118], [-2.115, -1.015, 1.217], [0.995, -0.823, -2.026], [-0.581, -0.143, -1.546], [0.001, -1.544, -0.690], [-0.416, 1.650, 1.031], [0.603, 0.455, 1.853]],
  "lowdin_charge": [-0.015, -0.453, 0.092, -0.094, -0.236, 0.153, 0.091, 0.109, 0.086, 0.133, 0.133],
  "homo_energy_ev": -10.386,
  "lumo_ev": 0.6,
  "total_charge": 0,
  "e_above_lowest_kj_mol": 49.3,
  "smiles": "CC(=O)CC#N",
  "total_energy_ev": -7766.016
}

***

No. 11
{
  "formula": "C4H5NO",
  "method": "wB97M-V/def2-TZVPD",
  "symbols": ["C", "C", "C", "C", "N", "O", "H", "H", "H", "H", "H"],
  "positions_angstrom": [[0.652, -0.292, 0.206], [1.890, 0.060, 0.147], [-0.593, 0.067, 0.151], [-1.729, -0.901, -0.021], [3.075, -0.093, 0.025], [-1.037, 1.717, 0.059], [-2.006, -1.076, -1.092], [-1.353, -1.694, 0.540], [-2.611, -0.409, 0.430], [3.837, 0.495, -0.285], [-0.125, 2.128, -0.161]],
  "lowdin_charge": [-0.017, -0.197, -0.194, -0.047, 0.170, -0.135, 0.109, 0.056, 0.089, 0.085, 0.081],
  "homo_energy_ev": -8.886,
  "lumo_ev": 0.2,
  "total_charge": 0,
  "e_above_lowest_kj_mol": 388.6,
  "smiles": "CC(O)=C=C=N",
  "total_energy_ev": -7762.499
}

***

No. 12
{
  "formula": "C4H5NO",
  "method": "wB97M-V/def2-TZVPD",
  "symbols": ["N", "C", "O", "C", "C", "C", "H", "H", "H", "H", "H"],
  "positions_angstrom": [[1.603, 1.399, -0.751], [1.241, 0.325, -1.311], [0.387, -0.532, -0.790], [-0.208, -0.247, 0.448], [-1.156, -1.359, 0.646], [-1.748, -1.594, 1.666], [2.260, 1.870, -1.367], [1.530, -0.091, -2.274], [-0.737, 0.719, 0.470], [0.537, -0.184, 1.262], [-2.203, -1.631, 2.610]],
  "lowdin_charge": [0.115, -0.343, -0.076, -0.242, -0.072, 0.133, 0.046, 0.133, 0.133, 0.136, 0.036],
  "homo_energy_ev": -10.150,
  "lumo_ev": 0.6,
  "total_charge": 0,
  "e_above_lowest_kj_mol": 347.8,
  "smiles": "[H]/N=C/OCC#C",
  "total_energy_ev": -7762.922
}

***

No. 13
{
  "formula": "C4H5NO",
  "method": "wB97M-V/def2-TZVPD",
  "symbols": ["C", "C", "C", "C", "N", "O", "H", "H", "H", "H", "H"],
  "positions_angstrom": [[-0.861, 1.220, 0.854], [-1.018, 0.879, -0.462], [2.434, -1.380, -1.967], [-0.011, -0.081, 1.008], [-0.277, -0.328, -0.370], [2.493, -1.748, -0.920], [-1.102, 2.159, 1.396], [-1.334, 1.302, -1.420], [-0.848, -1.153, -0.764], [1.072, 0.082, 1.033], [-0.548, -0.952, 1.612]],
  "lowdin_charge": [-0.077, -0.230, -0.029, -0.196, -0.054, 0.017, 0.091, 0.081, 0.160, 0.093, 0.145],
  "spin_multiplicity": 3,
  "homo_energy_ev": [-4.616, -10.129],
  "lumo_ev": [1.1, -1.2],
  "total_charge": 0,
  "e_above_lowest_kj_mol": 210.3,
  "total_energy_ev": -7759.713
}

***

No. 14
{
  "formula": "C4H5NO2",
  "method": "wB97M-V/def2-TZVPD",
  "symbols": ["N", "C", "C", "C", "O", "C", "O", "H", "H", "H", "H", "H"],
  "positions_angstrom": [[0.461, 1.385, 0.907], [0.105, 0.298, 0.064], [-1.256, 0.089, -0.607], [-0.671, -0.987, 0.220], [0.296, -1.719, -0.602], [1.115, -0.608, -0.563], [2.287, -0.527, -0.768], [1.133, 1.945, 0.384], [0.967, 1.044, 1.720], [-2.074, 0.662, -0.171], [-1.318, -0.077, -1.678], [-1.047, -1.504, 1.095]],
  "lowdin_charge": [0.103, -0.349, 0.016, -0.153, 0.071, -0.427, 0.154, 0.094, 0.090, 0.123, 0.118, 0.158],
  "homo_energy_ev": -9.954,
  "lumo_ev": 0.9,
  "total_charge": 0,
  "e_above_lowest_kj_mol": 193.2,
  "total_energy_ev": -9812.313
}

***

No. 15
{
  "formula": "C4H5NO2",
  "method": "wB97M-V/def2-TZVPD",
  "symbols": ["O", "C", "C", "O", "N", "C", "C", "H", "H", "H", "H", "H"],
  "positions_angstrom": [[-1.817, -1.078, 1.500], [-0.846, -0.402, 1.733], [-0.044, 0.165, 0.594], [0.677, 1.273, 0.866], [1.265, -0.300, 0.229], [1.001, 0.049, -1.201], [-0.499, 0.070, -0.871], [-0.534, -0.135, 2.765], [1.405, -0.672, -1.927], [1.443, 1.029, -1.397], [-1.087, 0.927, -1.173], [-0.984, -0.890, -1.074]],
  "lowdin_charge": [0.082, -0.138, -0.634, 0.058, 0.222, -0.135, -0.060, 0.138, 0.121, 0.117, 0.112, 0.119],
  "homo_energy_ev": -10.197,
  "lumo_ev": -0.7,
  "total_charge": 0,
  "e_above_lowest_kj_mol": 461.1,
  "total_energy_ev": -9809.536
}

***

No. 16
{
  "formula": "C4H5NO2",
  "method": "wB97M-V/def2-TZVPD",
  "symbols": ["C", "C", "C", "O", "N", "C", "O", "H", "H", "H", "H", "H"],
  "positions_angstrom": [[1.311, -0.223, 0.976], [0.323, 0.154, -0.074], [-1.198, 0.197, -0.068], [-2.039, 0.444, 0.925], [-1.419, -0.055, -1.308], [0.068, -0.169, -1.464], [0.671, 1.069, -1.137], [2.191, -0.696, 0.533], [1.634, 0.662, 1.532], [0.853, -0.920, 1.684], [-2.941, 0.378, 0.570], [0.546, -0.840, -2.168]],
  "lowdin_charge": [0.010, -0.339, -0.360, 0.131, 0.180, -0.228, 0.052, 0.089, 0.090, 0.089, 0.132, 0.154],
  "homo_energy_ev": -9.575,
  "lumo_ev": 0.7,
  "total_charge": 0,
  "e_above_lowest_kj_mol": 297.1,
  "total_energy_ev": -9811.235
}

***

No. 17
{
  "formula": "C4H5NO2",
  "method": "wB97M-V/def2-TZVPD",
  "symbols": ["C", "C", "C", "C", "N", "O", "O", "H", "H", "H", "H", "H"],
  "positions_angstrom": [[1.987, -1.354, -0.460], [1.781, 0.589, 0.436], [0.380, -0.252, 0.488], [-0.602, 0.608, -0.274], [2.637, -0.280, -0.239], [1.910, 1.736, 0.697], [0.697, -1.436, -0.161], [2.321, -2.169, -1.063], [-0.052, -0.709, 1.444], [0.013, 1.166, -0.901], [-1.248, 1.203, 0.243], [-1.081, -0.097, -0.874]],
  "lowdin_charge": [-0.164, -0.418, -0.259, 0.003, 0.169, 0.128, 0.008, 0.140, 0.180, 0.072, 0.067, 0.074],
  "homo_energy_ev": -9.959,
  "lumo_ev": 0.4,
  "total_charge": 0,
  "e_above_lowest_kj_mol": 132.5,
  "smiles": "C[C@H]1OC=NC1=O",
  "total_energy_ev": -9812.941
}

***

No. 18
{
  "formula": "C4H5NO2",
  "method": "wB97M-V/def2-TZVPD",
  "symbols": ["C", "C", "C", "C", "H", "H", "H", "H", "H", "N", "O", "O"],
  "positions_angstrom": [[1.113, -0.105, -0.030], [0.687, 1.264, 0.038], [-0.668, 1.219, -0.050], [-0.007, -0.908, -0.141], [3.037, -0.111, 0.396], [1.277, 2.166, 0.052], [-1.406, 2.041, -0.221], [-2.489, -1.136, -0.456], [-0.008, -1.989, -0.202], [-1.061, -0.051, -0.118], [2.342, -0.652, 0.045], [-2.310, -0.528, 0.249]],
  "lowdin_charge": [-0.337, -0.023, -0.111, -0.012, 0.097, 0.100, 0.144, 0.099, 0.133, -0.202, 0.050, 0.062],
  "homo_energy_ev": -7.964,
  "lumo_ev": 0.8,
  "total_charge": 0,
  "e_above_lowest_kj_mol": 286.8,
  "smiles": "Oc1ccn(O)c1",
  "total_energy_ev": -9811.342
}

***

No. 19
{
  "formula": "C4H5NO2",
  "method": "wB97M-V/def2-TZVPD",
  "symbols": ["O", "C", "C", "C", "N", "C", "O", "H", "H", "H", "H", "H"],
  "positions_angstrom": [[-0.723, -1.170, -0.926], [-1.040, -0.297, 0.119], [0.389, -0.333, 0.686], [0.693, -1.018, -0.662], [0.861, 1.038, 0.764], [-0.037, 1.705, 0.165], [-1.162, 1.086, -0.280], [-1.961, -0.570, 0.637], [0.588, -0.923, 1.581], [1.140, -0.324, -1.381], [1.238, -1.965, -0.663], [0.013, 2.770, -0.039]],
  "lowdin_charge": [-0.026, -0.280, -0.220, -0.091, 0.106, -0.207, 0.025, 0.163, 0.146, 0.127, 0.120, 0.136],
  "homo_energy_ev": -10.015,
  "lumo_ev": 1.0,
  "total_charge": 0,
  "e_above_lowest_kj_mol": 169.4,
  "total_energy_ev": -9812.559
}

***

No. 20
{
  "formula": "C4H5NO2",
  "method": "wB97M-V/def2-TZVPD",
  "symbols": ["C", "C", "C", "C", "N", "O", "O", "H", "H", "H", "H", "H"],
  "positions_angstrom": [[0.046, -0.494, -0.713], [-1.880, -0.014, 1.194], [0.328, 1.920, -0.465], [1.018, -1.549, -0.291], [0.325, 0.695, -0.703], [-1.397, 0.959, 1.591], [-2.464, -0.897, 0.760], [-0.260, 2.122, 0.333], [0.396, 2.733, -1.059], [0.996, -1.776, 0.732], [2.107, -1.221, -0.514], [0.785, -2.477, -0.867]],
  "lowdin_charge": [-0.110, -0.452, -0.001, -0.093, -0.031, 0.182, 0.219, 0.022, 0.045, 0.044, 0.102, 0.074],
  "homo_energy_ev": -8.028,
  "lumo_ev": 0.6,
  "total_charge": 0,
  "e_above_lowest_kj_mol": 279.6,
  "total_energy_ev": -9811.416
}